Entry a
An isolated ion of composition C4H7N4 and charge +1, computed with ωB97M-V with the def2-TZVPD basis set.

The SMILES is N/C=[NH+]/c1cn[nH]c1. For the orbital gap, the calculation gives 0.3331 Eh. The total charge is +1.

Each line ends with the Mulliken charge.
CARTESIAN COORDINATES (ANGSTROEM)
N1 2.608 -0.145 0.035  -0.3578
C1 1.356 -0.569 0.134  0.1922
N2 0.381 0.269 -0.138  -0.2429
C2 -1.013 -0.003 -0.106  0.8557
C3 -1.748 -1.194 -0.163  -0.4167
N3 -3.055 -0.936 -0.010  -0.6179
N4 -3.155 0.392 0.104  0.1973
C4 -1.909 0.979 0.100  -0.6987
H1 3.398 -0.707 0.476  0.2968
H2 2.697 0.708 -0.512  0.2574
H3 1.012 -1.421 0.663  0.3874
H4 0.639 1.239 -0.066  0.2429
H5 -1.415 -2.247 -0.475  0.3292
H6 -4.087 0.863 0.049  0.2753
H7 -1.665 2.066 0.315  0.2998

***

Entry b
C4H7N4 as an isolated structure, computed with ωB97M-V with the def2-TZVPD basis set.

For the orbital gap, the calculation gives 0.3713 Eh. The total charge is +1.

Each line ends with the Mulliken charge.
CARTESIAN COORDINATES (ANGSTROEM)
C1 0.978 0.888 -1.704  -0.1394
C2 -0.294 0.265 -1.449  0.5211
C3 0.065 -0.294 1.087  0.4985
C4 0.551 -0.504 -0.347  -0.0411
N1 1.634 0.366 -0.690  -0.7724
N2 -1.366 0.388 -2.007  -0.5663
N3 -0.885 -1.127 1.535  -0.3349
N4 0.406 0.855 1.667  -0.2751
H1 1.265 1.485 -2.602  0.4138
H2 0.883 -1.495 -0.558  0.5270
H3 -2.031 -0.325 -1.810  0.2563
H4 -1.277 -1.901 0.968  0.2382
H5 -1.133 -1.212 2.437  0.2127
H6 1.033 1.356 0.961  0.2967
H7 0.170 1.253 2.513  0.1649

***

Entry c
C4H7N4 as an isolated structure, computed with ωB97M-V with the def2-TZVPD basis set.

For the orbital gap, the calculation gives 0.3168 Eh. The total charge is +1.

Each line ends with the Mulliken charge.
CARTESIAN COORDINATES (ANGSTROEM)
C1 -1.884 1.243 0.652  -0.0595
C2 -1.261 -0.974 -0.291  -0.2869
C3 -0.439 -0.152 0.377  -0.0779
C4 1.756 -0.093 -0.366  0.2186
N1 -2.835 0.723 0.041  -0.4737
N2 -2.619 -0.494 -0.355  0.1674
N3 3.042 0.175 -0.180  -0.3538
N4 0.868 -0.018 0.576  -0.1940
H1 -1.876 2.133 1.332  0.3424
H2 -1.199 -2.065 -0.609  0.3417
H3 1.447 -0.342 -1.436  0.2966
H4 -3.234 -0.905 -0.942  0.2196
H5 3.524 0.097 -1.054  0.2662
H6 3.579 0.260 0.753  0.2862
H7 1.132 0.413 1.503  0.3071

***

Entry d
An isolated ion of composition C4H7N4 and charge +1, computed with ωB97M-V with the def2-TZVPD basis set.

The SMILES is c1nnn2c1C[NH2+]C2. For the orbital gap, the calculation gives 0.3630 Eh. The total charge is +1.

Each line ends with the Mulliken charge.
CARTESIAN COORDINATES (ANGSTROEM)
C1 0.268 -2.034 -0.884  -0.2707
N1 -1.023 -2.161 -1.273  -0.2800
N2 -1.713 -1.116 -0.880  -0.7376
N3 -0.968 -0.306 -0.219  0.7963
C2 0.322 -0.819 -0.222  0.1673
C3 1.235 0.155 0.437  -0.5266
N4 0.230 1.195 0.905  -0.1413
C4 -0.914 1.072 0.034  -0.5017
H1 1.142 -2.778 -1.052  0.3436
H2 2.002 -0.197 1.149  0.3882
H3 1.718 0.732 -0.381  0.2843
H4 -0.187 0.816 1.875  0.4476
H5 0.601 2.143 0.922  0.3411
H6 -0.948 1.671 -0.929  0.3261
H7 -1.765 1.626 0.518  0.3635

***

entry a comes first in stability; the runner-up is 0.0455 hartree higher.

***

Entry a
C8H28B2O30 as an isolated structure, computed with ωB97M-V with the def2-TZVPD basis set.

For the orbital gap, the calculation gives 0.3246 Eh. The total charge is -2.

Each line ends with the Mulliken charge.
CARTESIAN COORDINATES (ANGSTROEM)
O1 0.031 -3.459 -0.540  -0.7635
C1 -0.248 -2.458 0.114  0.2577
O2 0.556 -1.511 0.118  -0.4149
B1 -0.081 -0.349 0.757  1.0137
O3 -1.418 -0.864 1.119  -0.6552
C2 -1.445 -2.081 0.839  0.6249
O4 -2.537 -2.695 0.667  -0.7681
O5 -0.213 0.798 -0.176  0.4394
C3 0.509 1.791 0.276  0.2409
O6 0.807 2.800 -0.299  -0.7872
C4 0.807 1.500 1.622  0.6929
O7 0.673 0.224 1.903  -0.3507
O8 1.330 2.322 2.367  -0.9030
O9 4.756 1.043 0.316  -0.5301
C5 4.320 0.460 -0.547  0.3825
O10 3.109 0.242 -0.825  -0.2233
B2 2.898 -0.094 -2.245  1.4445
O11 4.290 -0.025 -2.764  -0.6842
C6 5.098 0.264 -1.828  0.4445
O12 6.138 0.713 -2.018  -0.5758
O13 2.127 0.903 -2.908  -0.4366
C7 1.234 0.250 -3.492  0.2896
O14 0.255 0.813 -4.041  -0.7323
C8 1.269 -1.102 -3.140  0.7435
O15 2.159 -1.362 -2.326  -0.4494
O16 0.251 -1.774 -3.152  -0.6493
O17 -1.986 -2.927 4.046  -0.5707
H1 -2.346 -2.703 4.814  0.2453
H2 -2.196 -2.301 3.386  0.3757
O18 0.398 4.210 4.215  -0.7943
H3 -0.643 3.988 4.108  0.3183
H4 0.742 3.472 3.443  0.5538
O19 2.106 1.080 4.742  -0.7019
H5 1.879 1.329 3.862  0.3870
H6 1.341 0.858 5.292  0.2831
O20 -2.589 -0.888 -2.267  -0.5198
H7 -1.743 -1.325 -2.222  0.2495
H8 -2.579 -0.211 -2.860  0.2397
O21 1.017 -5.003 -3.186  -0.5555
H9 1.922 -4.831 -3.438  0.3160
H10 1.079 -4.444 -2.555  0.2341
O22 -2.624 2.994 -1.408  -0.7650
H11 -3.545 2.945 -1.150  0.3090
H12 -2.180 2.195 -1.248  0.3788
O23 -1.840 4.321 0.956  -0.6914
H13 -2.353 3.802 0.320  0.3129
H14 -1.023 4.738 0.522  0.3682
O24 -4.800 -1.050 -0.253  -0.6862
H15 -4.263 -1.217 -1.042  0.3415
H16 -4.157 -1.611 0.190  0.3386
O25 -3.452 -6.033 0.156  -0.7708
H17 -2.447 -5.595 0.296  0.4430
H18 -4.051 -5.723 0.945  0.3355
O26 0.298 5.357 -0.670  -0.7025
H19 0.822 4.543 -0.560  0.6008
H20 0.122 5.470 -1.510  0.2371
O27 -0.669 -5.849 0.077  -0.7293
H21 -0.335 -4.956 -0.160  0.5065
H22 -0.108 -6.581 -0.252  0.2429
O28 2.533 5.280 2.775  -0.5587
H23 2.191 4.847 3.453  0.2476
H24 1.987 6.026 2.610  0.2940
O29 -4.267 -3.893 -1.438  -0.6516
H25 -4.338 -4.786 -1.108  0.3730
H26 -3.602 -3.537 -0.837  0.3675
O30 3.132 3.989 -0.954  -0.6677
H27 3.600 4.200 -0.074  0.3369
H28 2.325 3.501 -0.795  0.4786

***

Entry b
C8H28B2O30 as an isolated structure, computed with ωB97M-V with the def2-TZVPD basis set.

For the orbital gap, the calculation gives 0.3192 Eh. The total charge is -2.

Each line ends with the Mulliken charge.
CARTESIAN COORDINATES (ANGSTROEM)
O1 9.395 36.851 1.287  -0.6614
C1 8.786 36.278 0.312  0.3512
O2 9.179 35.142 -0.109  -0.5079
B1 7.977 34.606 -0.874  0.9974
O3 6.936 35.590 -0.668  -0.3229
C2 7.441 36.493 -0.042  0.6986
O4 6.853 37.572 0.238  -0.7370
O5 7.513 33.305 -0.475  0.0257
C3 7.377 32.650 -1.579  0.8079
O6 7.201 31.415 -1.571  -0.5986
C4 8.008 33.338 -2.647  0.0722
O7 8.348 34.392 -2.343  -0.5606
O8 7.861 32.960 -3.865  -0.7384
O9 6.675 31.630 1.710  -0.5797
C5 6.267 32.626 1.093  1.1605
O10 5.243 32.580 0.476  -0.6432
B2 4.685 33.912 0.682  1.9027
O11 5.643 34.669 1.519  -0.6458
C6 6.689 33.884 1.622  0.2109
O12 7.723 34.201 2.241  -0.7859
O13 3.370 33.774 1.382  -0.6009
C7 2.489 34.280 0.732  -0.0549
O14 1.271 34.384 1.099  -0.4394
C8 3.058 34.803 -0.511  0.8589
O15 4.300 34.623 -0.511  -0.0669
O16 2.429 35.520 -1.286  -0.8367
O17 10.371 35.693 2.801  -0.6232
H1 9.579 36.029 2.371  0.4071
H2 10.754 36.128 3.605  0.2104
O18 -0.123 34.653 0.016  -0.4895
H3 0.205 34.323 0.776  0.4259
H4 -1.035 34.174 -0.006  0.1150
O19 2.726 36.507 -4.592  -0.5793
H5 3.373 36.756 -4.087  0.2992
H6 2.544 35.839 -4.058  0.2916
O20 6.603 30.927 4.514  -0.6344
H7 6.663 30.845 3.584  0.2740
H8 5.948 30.181 4.696  0.2930
O21 0.136 36.349 -2.188  -0.6574
H9 0.882 36.004 -1.653  0.3760
H10 0.387 37.307 -2.215  0.2943
O22 0.273 37.362 0.888  -0.6474
H11 -0.075 36.557 0.392  0.3751
H12 1.107 37.812 0.554  0.2814
O23 2.143 32.089 3.494  -0.6604
H13 2.958 32.648 3.206  0.3930
H14 2.314 31.256 4.157  0.2741
O24 2.929 33.261 -2.224  -0.6328
H15 3.137 34.127 -1.809  0.2312
H16 2.485 33.296 -3.126  0.1924
O25 8.381 33.720 5.646  -0.6283
H17 8.693 33.410 4.945  0.3439
H18 7.899 34.574 5.470  0.2890
O26 4.844 29.669 0.690  -0.7969
H19 5.155 30.604 1.010  0.4072
H20 5.573 29.439 -0.069  0.3922
O27 8.593 29.667 1.435  -0.7459
H21 7.886 30.402 1.324  0.3308
H22 9.314 30.119 0.990  0.3203
O28 9.629 32.852 3.354  -0.8731
H23 9.067 32.118 3.353  0.3643
H24 9.050 33.407 2.922  0.5630
O29 2.872 30.847 -0.808  -0.7610
H25 3.598 30.702 -0.114  0.4419
H26 3.342 31.576 -1.360  0.2969
O30 -0.155 34.099 3.672  -0.6650
H27 -0.103 34.952 4.145  0.2798
H28 0.622 33.900 3.119  0.3255

***

entry a comes first in stability; the runner-up is 0.3388 hartree higher.

***

Entry a
A 2-piece molecular cluster, C4H13N3 overall, computed with ωB97M-V with the def2-TZVPD basis set.

For the orbital gap (alpha / beta), the calculation gives 0.3080 / 0.2650 Eh. The total charge is +2.

Each line ends with the Mulliken charge.
CARTESIAN COORDINATES (ANGSTROEM)
C1 -2.001 -0.050 0.120  0.1596
C2 -0.429 -1.521 -1.086  -0.7607
C3 1.781 0.397 -1.007  -0.9593
C4 1.319 0.323 1.354  -0.6974
N1 -2.298 1.102 0.880  -0.3473
N2 -0.912 -0.415 -0.408  -0.0658
N3 1.025 0.864 0.108  0.0720
H1 -2.945 -0.448 -0.183  0.4113
H2 -1.129 -2.237 -1.492  0.4255
H3 0.107 -2.131 -0.474  0.3868
H4 0.230 -1.138 -1.973  0.2046
H5 2.674 1.091 -1.078  0.3515
H6 2.160 -0.605 -0.716  0.4964
H7 1.153 0.340 -1.996  0.3741
H8 2.428 0.336 1.592  0.3770
H9 0.743 0.844 2.163  0.3028
H10 0.992 -0.728 1.491  0.3369
H11 -3.234 1.228 1.007  0.2887
H12 -1.878 1.354 1.791  0.2477
H13 0.214 1.394 -0.092  0.3956

***

Entry b
An isolated ion of composition C4H13N3 and charge +2, computed with ωB97M-V with the def2-TZVPD basis set.

The SMILES is N/C=C(\[NH3+])CC[NH3+]. For the orbital gap, the calculation gives 0.3807 Eh. The total charge is +2.

Each line ends with the Mulliken charge.
CARTESIAN COORDINATES (ANGSTROEM)
N1 2.961 0.027 -0.091  -0.5596
C1 1.712 0.293 0.459  -0.2946
C2 0.594 -0.010 -0.246  -0.2151
N2 0.810 -1.212 -1.095  -0.2001
C3 -0.669 0.764 -0.108  -0.5671
C4 -1.834 -0.230 0.258  -0.7119
N3 -3.037 0.498 0.810  -0.2412
H1 3.546 -0.514 0.541  0.2550
H2 3.519 0.756 -0.514  0.2581
H3 1.625 0.801 1.427  0.3357
H4 1.832 -1.131 -1.325  0.4395
H5 0.224 -1.107 -1.931  0.3902
H6 0.618 -2.138 -0.710  0.3470
H7 -0.936 1.364 -0.987  0.4360
H8 -0.435 1.376 0.760  0.4432
H9 -2.161 -0.721 -0.664  0.3605
H10 -1.490 -1.015 0.931  0.4169
H11 -3.012 0.557 1.833  0.3841
H12 -3.100 1.439 0.421  0.3505
H13 -3.865 -0.074 0.619  0.3729

***

entry b comes first in stability; the runner-up is 0.1814 hartree higher.

***

Entry a
A 3-piece molecular cluster, CH8O2S2 overall, computed with ωB97M-V with the def2-TZVPD basis set.

The SMILES is CSS.O.O. For the orbital gap, the calculation gives 0.3474 Eh. The total charge is 0.

Each line ends with the Mulliken charge.
CARTESIAN COORDINATES (ANGSTROEM)
C1 0.764 0.455 1.864  -0.7043
S1 -0.973 1.114 1.804  -0.0693
S2 -2.174 -0.468 1.740  -0.1809
H1 1.276 1.289 1.411  0.2497
H2 0.834 -0.456 1.278  0.2329
H3 0.949 0.211 2.903  0.3362
H4 -2.576 -0.546 0.454  0.1243
O1 1.333 -0.738 -1.309  -0.6575
H5 1.083 0.192 -1.460  0.3314
H6 1.976 -0.795 -2.029  0.3123
O2 -1.085 -0.014 -2.429  -0.6329
H7 -1.126 0.191 -1.495  0.3114
H8 -0.282 -0.435 -2.730  0.3468

***

Entry b
CH8O2S2 as an isolated structure, computed with ωB97M-V with the def2-TZVPD basis set.

For the orbital gap, the calculation gives 0.2240 Eh. The total charge is 0.

Each line ends with the Mulliken charge.
CARTESIAN COORDINATES (ANGSTROEM)
C1 0.760 -1.199 -1.084  -0.5620
S1 -0.994 -1.125 -1.002  -0.1481
S2 1.967 0.400 0.449  -0.4148
H1 1.259 -0.178 -0.981  0.2198
H2 1.182 -1.590 -2.030  0.3775
H3 1.208 -1.648 -0.183  0.3061
H4 2.494 1.632 0.383  0.1901
H5 0.141 0.316 1.656  0.3410
H6 -1.005 -0.381 1.036  0.2414
O1 -0.817 0.212 1.764  -0.6198
H7 -1.673 1.551 0.472  0.4302
H8 -1.423 1.253 -0.968  0.2653
O2 -2.084 1.690 -0.400  -0.6268

***

entry a comes first in stability; the runner-up is 0.1376 hartree higher.

***

Entry a
A 3-piece molecular cluster, CH8O2S2 overall, computed with ωB97M-V with the def2-TZVPD basis set.

The SMILES is CSS.O.O. For the orbital gap, the calculation gives 0.3228 Eh. The total charge is 0.

Each line ends with the Mulliken charge.
CARTESIAN COORDINATES (ANGSTROEM)
C1 -2.215 1.805 0.589  -0.7965
S1 -0.992 1.547 -0.735  -0.0628
S2 -1.363 -0.529 -0.909  -0.1917
H1 -1.798 1.831 1.581  0.2831
H2 -3.041 1.118 0.476  0.3230
H3 -2.623 2.754 0.263  0.2807
H4 -0.756 -0.708 -2.088  0.1517
O1 2.660 0.005 0.158  -0.6516
H5 1.840 0.467 0.384  0.3357
H6 2.464 -0.242 -0.754  0.3230
O2 1.795 -2.836 0.692  -0.6300
H7 2.270 -3.286 -0.014  0.3110
H8 1.761 -1.926 0.357  0.3246

***

Entry b
A 3-piece molecular cluster, CH8O2S2 overall, computed with ωB97M-V with the def2-TZVPD basis set.

The SMILES is CSS.O.O. For the orbital gap, the calculation gives 0.3409 Eh. The total charge is 0.

Each line ends with the Mulliken charge.
CARTESIAN COORDINATES (ANGSTROEM)
C1 -1.031 -0.916 -1.500  -0.8217
S1 -0.184 0.694 -1.595  -0.1658
S2 1.739 0.043 -1.443  -0.1710
H1 -1.747 -0.912 -0.700  0.2627
H2 -0.461 -1.855 -1.565  0.3223
H3 -1.548 -0.999 -2.392  0.3827
H4 1.575 0.144 -0.099  0.1568
O1 0.526 -1.103 1.211  -0.5929
H5 0.421 -0.132 1.394  0.3674
H6 1.036 -1.463 2.002  0.2841
O2 0.156 1.826 1.702  -0.6559
H7 -0.010 2.217 0.791  0.3208
H8 -0.471 2.455 2.194  0.3107

***

entry a comes first in stability; the runner-up is 0.0047 hartree higher.

***

Entry a
C2H3N3O2 in the gas phase, computed with ωB97M-V with the def2-TZVPD basis set.

The SMILES is Nc1noc(=O)[nH]1. For the orbital gap, the calculation gives 0.3821 Eh. The total charge is 0.

Each line ends with the Mulliken charge.
CARTESIAN COORDINATES (ANGSTROEM)
N1 -1.823 0.204 -0.029  -0.5347
C1 -0.477 -0.159 0.194  0.3078
N2 -0.025 -1.357 0.338  -0.3346
O1 1.363 -1.252 0.193  -0.1518
C2 1.725 0.043 -0.061  0.5381
O2 2.843 0.419 -0.279  -0.5478
N3 0.536 0.747 -0.007  -0.0736
H1 -2.107 -0.261 -0.883  0.2883
H2 -2.423 -0.143 0.712  0.3041
H3 0.437 1.736 -0.175  0.2042

***

Entry b
C2H3N3O2 in the gas phase, computed with ωB97M-V with the def2-TZVPD basis set.

The SMILES is N/N=c1/ocno1. For the orbital gap, the calculation gives 0.3595 Eh. The total charge is 0.

Each line ends with the Mulliken charge.
CARTESIAN COORDINATES (ANGSTROEM)
N1 2.348 0.340 -0.070  -0.4486
N2 1.454 -0.793 0.116  -0.3599
C1 0.271 -0.333 -0.088  0.6629
O1 -0.878 -1.119 -0.111  -0.2901
C2 -1.896 -0.235 0.091  0.0675
N3 -1.543 1.001 0.103  -0.2802
O2 -0.167 0.973 -0.173  -0.2114
H1 1.971 1.149 0.461  0.2261
H2 3.210 0.191 0.410  0.2548
H3 -2.877 -0.599 0.344  0.3789

***

Entry c
C2H3N3O2 in the gas phase, computed with ωB97M-V with the def2-TZVPD basis set.

The SMILES is Nc1noc(=O)[nH]1. For the orbital gap, the calculation gives 0.3568 Eh. The total charge is 0.

Each line ends with the Mulliken charge.
CARTESIAN COORDINATES (ANGSTROEM)
N1 -1.833 -0.018 -0.009  -0.4516
C1 -0.486 -0.212 0.169  0.4375
N2 0.005 -1.271 0.722  -0.4177
O1 1.402 -1.061 0.728  -0.1395
C2 1.724 0.106 0.113  0.5144
O2 2.836 0.513 -0.084  -0.5526
N3 0.482 0.690 -0.184  -0.0926
H1 -2.126 0.605 -0.747  0.2332
H2 -2.338 -0.895 -0.006  0.2699
H3 0.333 1.543 -0.701  0.1990

***

Entry d
C2H3N3O2 in the gas phase, computed with ωB97M-V with the def2-TZVPD basis set.

The SMILES is Nn1ncoc1=O. For the orbital gap, the calculation gives 0.3793 Eh. The total charge is 0.

Each line ends with the Mulliken charge.
CARTESIAN COORDINATES (ANGSTROEM)
N1 -0.135 1.522 -0.891  -0.6351
N2 -0.026 0.317 -0.348  0.6478
N3 -1.057 -0.676 -0.470  -0.6054
C1 -0.780 -1.565 0.419  0.0139
O1 0.406 -1.340 1.003  -0.2879
C2 0.786 -0.169 0.545  0.6317
O2 1.711 0.555 0.902  -0.6532
H1 0.816 1.698 -1.291  0.2751
H2 -0.521 2.216 -0.238  0.2503
H3 -1.200 -2.560 0.369  0.3628

***

entry c comes first in stability; the runner-up is 0.0069 hartree higher.